Record 1
C17H34O2 | the ωB97M-V functional and the def2-TZVPD basis

Results
DFT total energy = -818.6519 a.u.
LUMO = 0.847 eV
Energy above the lowest of the compared OMol25 structures with the same formula, charge and spin = 37.3 kJ/mol
HOMO energy = -10.38 eV
SMILES = CCCCCCCCCCCCCCCC(=O)OC
Spin multiplicity = 1

Last column: natural (NBO) charge in e.
Atoms and positions in Å:
C -4.59 -3.90 -0.53  -0.60
C -5.03 -2.71 0.31  -0.39
C -4.12 -1.50 0.10  -0.39
C -4.55 -0.32 0.96  -0.38
C -3.59 0.87 0.87  -0.39
C -3.64 1.58 -0.48  -0.39
C -2.75 2.83 -0.53  -0.38
C -1.26 2.49 -0.59  -0.40
C -0.39 3.75 -0.56  -0.38
C 1.09 3.47 -0.82  -0.38
C 1.73 2.57 0.24  -0.40
C 3.24 2.44 0.03  -0.39
C 3.93 1.57 1.08  -0.39
C 3.44 0.12 1.15  -0.39
C 3.69 -0.65 -0.15  -0.51
C 3.10 -2.04 -0.07  0.80
O 2.05 -2.33 0.44  -0.60
O 3.90 -2.94 -0.66  -0.51
C 3.44 -4.28 -0.68  -0.26
H -4.61 -3.65 -1.59  0.20
H -3.57 -4.20 -0.27  0.20
H -5.24 -4.76 -0.37  0.21
H -5.02 -2.99 1.36  0.19
H -6.06 -2.44 0.04  0.19
H -4.14 -1.23 -0.95  0.19
H -3.10 -1.78 0.36  0.20
H -5.55 0.00 0.66  0.19
H -4.61 -0.64 2.00  0.20
H -3.85 1.59 1.65  0.20
H -2.58 0.52 1.07  0.19
H -4.67 1.88 -0.68  0.20
H -3.33 0.90 -1.27  0.19
H -2.94 3.44 0.36  0.19
H -3.01 3.42 -1.40  0.20
H -1.00 1.85 0.25  0.20
H -1.06 1.93 -1.51  0.19
H -0.50 4.24 0.41  0.19
H -0.75 4.44 -1.32  0.20
H 1.21 3.00 -1.80  0.19
H 1.62 4.43 -0.84  0.20
H 1.54 2.99 1.23  0.19
H 1.27 1.59 0.20  0.20
H 3.69 3.43 0.06  0.20
H 3.42 2.03 -0.97  0.19
H 5.00 1.57 0.88  0.20
H 3.77 2.03 2.06  0.20
H 2.38 0.09 1.38  0.22
H 3.97 -0.38 1.96  0.21
H 3.19 -0.15 -0.98  0.23
H 4.75 -0.73 -0.38  0.23
H 3.29 -4.64 0.34  0.19
H 4.20 -4.86 -1.19  0.19
H 2.49 -4.34 -1.22  0.19

---

Record 2
C17H34O2 | the ωB97M-V functional and the def2-TZVPD basis

Results
DFT total energy = -818.6661 a.u.
LUMO = 0.916 eV
Energy above the lowest of the compared OMol25 structures with the same formula, charge and spin = 0.0 kJ/mol
HOMO energy = -10.13 eV
SMILES = CCCCCCCCCCCCCC(=O)OC(C)C
Spin multiplicity = 1

Last column: natural (NBO) charge in e.
Atoms and positions in Å:
C -5.32 -2.10 -0.89  -0.60
C -3.94 -1.57 -0.51  -0.39
C -4.01 -0.13 0.00  -0.39
C -2.63 0.42 0.37  -0.39
C -2.71 1.85 0.89  -0.39
C -1.37 2.39 1.38  -0.38
C -0.35 2.60 0.26  -0.40
C 0.94 3.23 0.78  -0.39
C 1.94 3.58 -0.32  -0.38
C 2.41 2.39 -1.17  -0.39
C 3.10 1.30 -0.35  -0.40
C 3.66 0.20 -1.24  -0.38
C 4.30 -0.92 -0.41  -0.50
C 3.28 -1.58 0.49  0.81
O 3.36 -1.65 1.69  -0.61
O 2.27 -2.09 -0.22  -0.52
C 1.20 -2.72 0.50  0.09
C -0.06 -2.57 -0.35  -0.62
C 1.55 -4.18 0.76  -0.63
H -5.24 -3.13 -1.25  0.21
H -5.75 -1.49 -1.68  0.20
H -5.99 -2.08 -0.04  0.20
H -3.28 -1.61 -1.37  0.19
H -3.51 -2.20 0.27  0.19
H -4.46 0.50 -0.77  0.19
H -4.66 -0.09 0.88  0.19
H -2.00 0.38 -0.52  0.19
H -2.18 -0.22 1.13  0.19
H -3.10 2.50 0.10  0.19
H -3.42 1.88 1.72  0.20
H -0.95 1.71 2.12  0.19
H -1.54 3.35 1.88  0.20
H -0.12 1.64 -0.21  0.19
H -0.78 3.25 -0.51  0.19
H 1.40 2.55 1.50  0.20
H 0.69 4.15 1.31  0.20
H 1.49 4.32 -0.99  0.20
H 2.81 4.05 0.14  0.20
H 3.12 2.77 -1.92  0.20
H 1.57 1.96 -1.70  0.20
H 3.91 1.75 0.24  0.20
H 2.39 0.87 0.35  0.20
H 4.41 0.61 -1.91  0.20
H 2.86 -0.22 -1.85  0.21
H 4.71 -1.69 -1.08  0.23
H 5.10 -0.53 0.21  0.22
H 1.08 -2.20 1.46  0.20
H 0.08 -3.07 -1.30  0.21
H -0.90 -3.02 0.16  0.22
H -0.26 -1.52 -0.53  0.22
H 2.45 -4.25 1.37  0.23
H 1.72 -4.70 -0.18  0.21
H 0.74 -4.67 1.30  0.21

---

Record 3
C17H34O2P2W | the ωB97M-V functional and the def2-TZVPD basis

Results
DFT total energy = -1566.9460 a.u.
LUMO (spin up / spin down) = -9.065 / -9.260 eV
Energy above the lowest of the compared OMol25 structures with the same formula, charge and spin = 1342.4 kJ/mol
HOMO energy (spin up / spin down) = -12.48 / -12.47 eV
Charge = +2
Spin multiplicity = 3
<S²> = 2.248

Last column: Mulliken spin population.
Atoms and positions in Å:
P 0.67 -2.16 -1.45  0.01
P 0.58 1.58 -1.04  -0.07
C -0.10 -0.63 -2.29  -0.04
C 0.98 0.36 -2.49  0.01
H -1.01 -0.30 -1.70  0.05
H -0.49 -0.93 -3.29  0.01
H 1.98 0.08 -2.14  0.05
H 1.03 0.87 -3.46  -0.01
C -0.69 2.47 -2.49  0.00
H -0.90 3.56 -2.35  0.00
H -1.68 1.99 -2.58  0.00
H -0.26 2.40 -3.53  0.00
C 1.89 2.73 -1.61  0.02
H 1.83 2.99 -2.69  0.00
H 2.81 2.19 -1.40  -0.01
H 1.86 3.62 -0.99  0.00
C -0.80 -2.97 -2.17  0.00
H -0.90 -3.99 -1.84  0.00
H -0.73 -3.05 -3.25  0.00
H -1.73 -2.44 -1.92  0.00
C 1.84 -2.69 -2.73  0.03
H 2.53 -1.91 -3.01  0.00
H 1.22 -2.85 -3.63  0.00
H 2.39 -3.62 -2.49  0.00
W 1.73 0.06 0.95  1.72
C -1.11 4.15 0.56  0.00
C -2.26 3.19 0.36  0.00
C -2.88 2.00 0.40  0.00
C -1.16 -2.22 1.43  -0.01
C -1.45 -3.45 0.79  0.03
C -0.30 -3.90 0.20  -0.06
C 0.99 -3.16 0.38  0.33
C -0.13 3.75 1.35  0.03
C 2.27 -1.24 2.98  -0.11
H -1.17 4.75 -0.50  0.00
H -3.17 3.88 0.17  0.00
H -2.33 1.07 0.27  0.00
H -4.06 1.99 0.44  0.00
H -0.31 -2.03 2.13  -0.01
H -1.52 -1.14 1.00  -0.03
H -2.45 -3.60 0.32  0.00
H -0.42 -4.75 -0.46  -0.01
H 1.23 -1.80 0.44  0.17
H 1.98 -3.59 0.78  -0.01
H -0.02 4.20 2.44  0.00
H 0.31 2.58 1.28  0.00
H 3.01 -0.85 3.74  0.00
H 2.53 -2.33 2.91  0.01
H 1.42 -1.44 3.66  0.00
C -0.55 0.97 4.84  0.00
O 0.52 0.60 3.88  -0.01
C 0.28 0.68 2.53  -0.06
O -0.85 1.17 2.10  -0.03
H -0.19 1.87 5.42  0.00
H -0.82 0.13 5.54  0.00
H -1.43 1.16 4.20  0.00

---

Record 4
C17H34OP2Pb | the ωB97M-V functional and the def2-TZVPD basis

Results
DFT total energy = -1618.1632 a.u.
LUMO = -8.426 eV
Energy above the lowest of the compared OMol25 structures with the same formula, charge and spin = 0.0 kJ/mol
HOMO energy = -13.62 eV
Charge = +2
Spin multiplicity = 1

Last column: Mulliken charge in e.
Atoms and positions in Å:
P 0.20 -1.48 -1.71  0.41
P -0.09 1.60 -1.60  0.29
C -0.17 -0.60 -3.31  -0.69
C 0.36 0.84 -3.24  -0.76
H -1.27 -0.59 -3.41  0.37
H 0.23 -1.15 -4.17  0.13
H 1.46 0.83 -3.28  0.40
H 0.00 1.44 -4.08  0.24
C -1.74 2.35 -1.94  -1.29
H -2.01 2.99 -1.09  0.45
H -2.49 1.56 -2.01  0.40
H -1.74 2.94 -2.86  0.42
C 0.99 3.08 -1.52  -1.23
H 0.95 3.68 -2.44  0.43
H 2.02 2.76 -1.33  0.42
H 0.67 3.70 -0.67  0.44
C -0.88 -2.97 -1.79  -1.21
H -0.65 -3.69 -1.00  0.42
H -0.76 -3.44 -2.77  0.42
H -1.92 -2.65 -1.69  0.41
C 1.86 -2.20 -2.00  -1.26
H 2.61 -1.40 -1.96  0.41
H 1.92 -2.72 -2.96  0.44
H 2.08 -2.91 -1.19  0.44
Pb 0.00 0.00 0.00  1.88
C 0.58 1.76 -7.28  -0.23
C -0.74 1.81 -7.03  -0.53
C -1.86 0.99 -7.61  -0.57
C -1.49 -0.34 -8.32  -0.99
C -0.76 -1.31 -7.41  -0.25
C 0.54 -1.37 -7.12  -0.57
C 1.68 -0.51 -7.59  -0.53
C 1.33 0.86 -8.22  -0.99
C 0.04 -1.49 1.50  -1.34
H 1.20 2.45 -6.71  0.40
H -1.07 2.54 -6.30  0.56
H -2.44 1.61 -8.31  0.36
H -2.56 0.75 -6.79  0.28
H -2.42 -0.80 -8.65  0.40
H -0.91 -0.13 -9.22  0.35
H -1.41 -2.03 -6.91  0.37
H 0.84 -2.15 -6.42  0.63
H 2.29 -1.08 -8.31  0.35
H 2.35 -0.33 -6.73  0.27
H 2.28 1.35 -8.49  0.40
H 0.79 0.71 -9.16  0.35
H 0.70 -1.19 2.32  0.40
H 0.36 -2.48 1.16  0.36
H -0.98 -1.59 1.91  0.47
C 1.44 1.78 2.21  -1.12
C 1.68 1.01 0.95  0.29
O 2.79 0.96 0.45  -0.47
H 0.68 2.57 2.01  0.28
H 2.37 2.25 2.58  0.37
H 1.04 1.10 3.00  0.31

---

Record 5
C17H34OP2Tc | the ωB97M-V functional and the def2-TZVPD basis

Results
DFT total energy = -1505.8204 a.u.
LUMO (spin up / spin down) = -10.070 / -8.578 eV
Energy above the lowest of the compared OMol25 structures with the same formula, charge and spin = 295.8 kJ/mol
HOMO energy (spin up / spin down) = -12.43 / -15.01 eV
Charge = +2
Spin multiplicity = 4
<S²> = 4.018

Last column: Mulliken spin population.
Atoms and positions in Å:
P 0.01 -1.21 -5.25  0.12
P 0.40 2.28 -4.68  0.39
C -0.17 0.18 -6.60  0.07
C 0.73 1.38 -6.30  0.00
H -1.25 0.43 -6.65  0.00
H 0.08 -0.28 -7.58  0.01
H 1.79 1.11 -6.31  0.00
H 0.57 2.12 -7.11  0.01
C -0.81 3.43 -5.46  0.02
H -1.08 4.23 -4.75  0.00
H -1.74 2.94 -5.81  0.00
H -0.27 3.84 -6.34  0.00
C 1.92 3.29 -4.68  0.22
H 1.81 3.99 -5.52  0.03
H 2.80 2.64 -4.83  0.01
H 1.98 3.82 -3.72  -0.02
C -1.02 -2.33 -6.30  0.01
H -1.00 -3.35 -5.90  0.00
H -0.62 -2.32 -7.32  0.00
H -2.07 -1.98 -6.32  0.00
C 1.72 -1.70 -5.75  0.02
H 2.40 -0.86 -5.94  0.00
H 1.59 -2.26 -6.68  0.00
H 2.16 -2.35 -4.99  0.00
Tc 1.62 1.57 -0.54  0.60
C -0.85 0.82 -3.79  0.28
C -1.98 0.13 -4.40  0.49
C -2.84 -0.81 -3.63  0.09
C -2.08 -1.59 -2.50  0.06
C -1.26 -2.65 -3.12  0.24
C 0.01 -2.33 -3.68  0.20
C 0.71 -1.28 -2.77  0.00
C 0.60 0.12 -3.43  0.15
C 1.22 -0.24 0.45  -0.03
H -1.11 1.52 -2.91  0.12
H -2.44 0.64 -5.30  -0.02
H -3.22 -1.56 -4.36  0.01
H -3.77 -0.37 -3.22  0.04
H -1.49 -0.86 -1.91  0.00
H -2.78 -2.07 -1.78  0.00
H -1.60 -3.71 -3.11  -0.02
H 0.59 -3.24 -3.86  -0.03
H 1.76 -1.60 -2.60  0.01
H 0.32 -1.24 -1.75  -0.02
H 1.24 0.85 -2.84  0.05
H 1.27 0.14 -4.33  -0.07
H 1.63 -0.39 1.47  0.01
H 1.49 -1.17 -0.08  0.00
H 0.13 -0.28 0.66  0.00
C 1.92 1.85 1.48  -0.02
C -0.08 2.31 -0.64  0.01
O -1.16 2.80 -0.59  -0.02
H 2.80 1.25 1.88  0.00
H 1.10 1.48 2.12  0.00
H 2.01 2.90 1.77  0.01

---

Record 6
C17H34OP2W | the ωB97M-V functional and the def2-TZVPD basis

Results
DFT total energy = -1491.9330 a.u.
LUMO (spin up / spin down) = -10.133 / -9.696 eV
Energy above the lowest of the compared OMol25 structures with the same formula, charge and spin = 1031.0 kJ/mol
HOMO energy (spin up / spin down) = -13.31 / -13.56 eV
Charge = +2
Spin multiplicity = 3
<S²> = 2.126

Last column: Mulliken spin population.
Atoms and positions in Å:
P -0.83 0.80 -1.80  0.04
P -0.60 -2.12 0.78  0.08
C -0.24 -1.05 -1.86  -0.04
C -0.91 -2.17 -1.06  0.00
H 0.84 -0.97 -1.60  0.00
H -0.37 -1.27 -2.92  0.00
H -2.00 -2.22 -1.19  0.02
H -0.49 -3.13 -1.38  0.00
C 0.32 -3.78 0.87  0.02
H 0.84 -3.90 1.83  0.00
H 1.08 -3.95 0.08  0.00
H -0.39 -4.62 0.79  0.00
C -2.01 -2.73 1.73  -0.02
H -1.97 -3.83 1.83  0.00
H -2.95 -2.39 1.30  -0.01
H -1.87 -2.29 2.74  0.01
C -0.10 1.00 -3.44  -0.01
H -0.23 1.99 -3.84  0.01
H -0.66 0.31 -4.05  0.00
H 0.94 0.73 -3.46  0.00
C -2.64 0.83 -2.13  0.02
H -3.29 0.01 -1.75  -0.02
H -2.43 0.67 -3.23  0.00
H -3.17 1.80 -2.10  0.00
W -1.83 0.71 0.12  1.26
C 2.22 -1.18 1.96  0.00
C 2.66 -1.44 0.72  -0.01
C 3.33 -0.50 -0.23  0.00
C 2.97 1.02 -0.05  0.02
C 3.05 1.77 -1.42  0.03
C 2.24 2.38 -2.25  0.03
C -0.06 0.45 1.23  0.14
C 1.11 -0.13 2.27  0.01
C -3.09 2.48 0.30  -0.03
H 2.39 -1.89 2.76  0.00
H 2.45 -2.41 0.24  0.00
H 3.11 -0.77 -1.29  0.00
H 4.42 -0.59 -0.09  0.00
H 2.03 1.27 0.53  -0.01
H 3.76 1.43 0.61  0.00
H 4.01 1.49 -1.85  0.01
H 1.47 3.13 -2.46  0.01
H 0.41 0.24 0.21  0.05
H -1.15 -0.13 1.62  0.14
H 1.66 0.78 2.54  0.00
H 0.52 -0.43 3.17  0.01
H -3.81 2.35 1.14  -0.02
H -3.64 2.69 -0.65  0.01
H -2.49 3.38 0.53  0.01
C -0.97 2.60 2.76  0.00
C -0.57 2.16 1.34  -0.04
O -0.08 3.14 0.69  0.32
H -1.74 2.11 3.35  -0.01
H -1.24 3.68 2.78  0.00
H -0.02 2.47 3.28  0.00

---

Record 7
C17H35Br2F4N9O10S2 | the ωB97M-V functional and the def2-TZVPD basis

Results
DFT total energy = -8258.0034 a.u.
LUMO = 0.176 eV
HOMO energy = -9.93 eV
SMILES = [H]/N=C(\C)C[C@]1(O)[C@H](S(=O)(=O)C(F)(F)F)[C@@H](CCF)S(=O)(=O)O[C@H]1[C@H](Br)[C@@H](C)Br.NC(N)=O.NC(N)=O.NC(N)=O.NC(N)=O
Spin multiplicity = 1

Last column: Mulliken charge in e.
Atoms and positions in Å:
H -2.77 1.73 2.30  0.34
N -2.25 2.50 1.87  -0.51
C -2.38 2.49 0.62  0.22
C -3.20 1.48 -0.15  -1.64
C -1.62 3.55 -0.16  -0.83
C -0.27 2.97 -0.67  0.89
O 0.15 1.94 0.18  -0.71
C 0.87 4.03 -0.84  -0.76
S 1.51 4.55 0.77  1.43
O 0.45 4.60 1.74  -0.68
O 2.40 5.66 0.61  -0.73
C 2.62 3.13 1.33  0.87
F 3.03 2.38 0.32  -0.20
F 1.95 2.38 2.20  -0.26
F 3.67 3.65 1.95  -0.26
C 0.43 5.25 -1.69  -0.26
C 1.52 6.25 -2.09  -1.17
C 2.90 5.69 -2.38  -0.33
F 2.89 4.83 -3.47  -0.29
S -0.38 4.62 -3.21  1.46
O 0.25 5.12 -4.37  -0.71
O -1.80 4.75 -3.03  -0.71
O 0.00 3.09 -3.15  -0.24
C -0.50 2.29 -2.06  -1.50
C 0.06 0.89 -2.26  -0.56
Br 1.99 0.85 -2.21  -0.10
C -0.48 0.30 -3.58  0.16
C 0.38 0.42 -4.83  -1.38
Br -0.90 -1.59 -3.27  -0.16
H -4.09 1.22 0.43  0.57
H -3.52 1.87 -1.11  0.32
H -2.61 0.57 -0.31  0.21
H -1.45 4.38 0.53  0.62
H -2.22 3.91 -0.99  0.66
H -0.09 2.15 1.10  0.62
H 1.69 3.52 -1.35  0.64
H -0.38 5.76 -1.17  0.61
H 1.66 6.96 -1.27  0.49
H 1.18 6.83 -2.95  0.59
H 3.58 6.52 -2.61  0.41
H 3.31 5.14 -1.53  0.22
H -1.58 2.19 -2.19  0.46
H -0.29 0.28 -1.43  0.57
H -1.45 0.76 -3.77  0.50
H -0.26 0.26 -5.70  0.44
H 0.82 1.41 -4.90  0.25
H 1.15 -0.34 -4.84  0.41
N -0.32 -2.37 2.64  -0.18
C -0.01 -1.07 2.39  0.63
N 1.21 -0.64 2.86  -0.28
O -0.76 -0.31 1.79  -0.60
H 0.30 -2.99 3.13  0.04
H -1.22 -2.72 2.34  0.10
H 1.44 0.32 2.66  0.19
H 1.84 -1.22 3.38  0.14
N -3.39 -4.65 4.85  -0.40
C -2.68 -4.91 3.72  0.66
N -1.81 -5.96 3.79  -0.26
O -2.79 -4.24 2.71  -0.72
H -3.31 -5.18 5.70  0.16
H -4.03 -3.87 4.82  0.23
H -1.24 -6.13 2.98  0.13
H -1.66 -6.53 4.60  0.15
N 1.60 -6.43 1.65  -0.38
C 1.72 -6.13 2.98  0.63
N 2.61 -5.14 3.28  -0.40
O 1.04 -6.68 3.83  -0.65
H 2.15 -6.00 0.92  0.21
H 0.96 -7.15 1.39  0.17
H 2.73 -4.91 4.25  0.22
H 3.19 -4.69 2.60  0.18
N -0.90 -5.71 -2.51  -0.40
C 0.00 -5.67 -1.49  0.68
N -0.37 -4.99 -0.37  -0.18
O 1.09 -6.23 -1.55  -0.67
H -1.79 -5.25 -2.47  0.16
H -0.63 -6.21 -3.34  0.22
H 0.31 -4.98 0.36  0.10
H -1.25 -4.52 -0.25  0.15

---

Record 8
C17H35MgO16 | the ωB97M-V functional and the def2-TZVPD basis

Results
DFT total energy = -2072.6730 a.u.
LUMO = -5.840 eV
Energy above the lowest of the compared OMol25 structures with the same formula, charge and spin = 0.0 kJ/mol
HOMO energy = -10.41 eV
Charge = +1
Spin multiplicity = 1

Last column: natural (NBO) charge in e.
Atoms and positions in Å:
Mg -0.39 0.23 0.01  1.80
C -4.38 -0.81 1.52  -0.63
C -3.38 -1.02 0.40  -0.03
O -2.22 -0.25 0.52  -1.10
H -5.18 -1.55 1.49  0.21
H -4.86 0.18 1.49  0.20
H -3.93 -0.92 2.51  0.19
H -3.86 -0.76 -0.56  0.14
H -3.13 -2.10 0.40  0.12
C 0.66 -0.66 -4.00  -0.26
O -0.18 0.49 -4.17  -0.50
C -0.70 1.00 -3.06  1.04
O -0.67 0.46 -1.98  -0.73
O -1.28 2.15 -3.24  -0.47
C -1.43 2.68 -4.55  -0.26
H 0.06 -1.56 -4.09  0.20
H 1.15 -0.63 -3.04  0.20
H 1.39 -0.64 -4.80  0.20
H -0.46 2.90 -4.99  0.20
H -2.02 3.59 -4.50  0.21
H -1.97 1.98 -5.20  0.20
C -0.87 -3.31 1.49  -0.28
O -0.22 -3.78 0.28  -0.50
C 0.14 -2.87 -0.59  1.04
O 0.19 -1.69 -0.36  -0.74
O 0.45 -3.36 -1.77  -0.49
C 0.52 -4.76 -1.96  -0.26
H -1.75 -3.93 1.61  0.21
H -1.15 -2.26 1.39  0.24
H -0.19 -3.47 2.32  0.19
H -0.41 -5.28 -1.73  0.21
H 1.31 -5.21 -1.35  0.19
H 0.81 -4.92 -2.99  0.21
C -1.47 0.76 3.58  -0.29
O -0.41 -0.14 3.94  -0.46
C 0.49 -0.34 3.02  1.03
O 0.40 0.03 1.87  -0.76
O 1.52 -0.99 3.53  -0.47
C 2.57 -1.33 2.62  -0.25
H -2.20 0.72 4.38  0.21
H -1.94 0.50 2.63  0.25
H -1.08 1.78 3.50  0.18
H 3.01 -0.45 2.17  0.18
H 2.18 -2.03 1.88  0.19
H 3.31 -1.86 3.21  0.22
C -3.23 2.74 -0.13  -0.28
O -2.40 3.47 0.79  -0.47
C -1.15 3.10 0.90  1.04
O -0.64 2.17 0.31  -0.78
O -0.51 3.88 1.74  -0.48
C 0.85 3.54 2.06  -0.26
H -2.92 1.70 -0.19  0.25
H -3.22 3.25 -1.09  0.19
H -4.24 2.76 0.27  0.20
H 1.34 4.48 2.31  0.21
H 1.34 3.08 1.20  0.21
H 0.87 2.89 2.93  0.18
C 3.51 -1.34 -0.94  -0.26
O 3.87 0.02 -0.68  -0.51
C 2.90 0.88 -0.43  1.03
O 1.72 0.63 -0.49  -0.70
O 3.35 2.08 -0.12  -0.49
C 4.70 2.25 0.34  -0.25
H 3.34 -1.86 0.00  0.18
H 4.35 -1.80 -1.45  0.21
H 2.63 -1.41 -1.56  0.20
H 5.41 2.09 -0.48  0.20
H 4.92 1.57 1.16  0.19
H 4.77 3.27 0.71  0.21